<i>
C9H14N as an isolated structure. Source: the OMol25 dataset; level of theory: ωB97M-V with the def2-TZVPD basis set.

For the gap between HOMO and LUMO, the calculation gives 8.65 eV. The calculation puts the HOMO energy at -0.491 Ha. The value obtained for the LUMO energy is -0.173 Eh. Its charge is +1.

```
24
C9H14N | the OMol25 dataset | ωB97M-V with the def2-TZVPD basis set
C -1.8075 -1.0058 -0.5814
C -0.9281 -1.1188 -1.5574
C 2.0674 1.1132 -0.8185
C -1.0645 -0.9076 1.9585
C -1.3850 0.5048 1.5843
C -0.9726 -0.4775 0.5205
C 0.3668 -0.4340 -0.2613
C 1.3987 -1.4581 0.1008
C -0.1678 1.7746 -1.1633
N 0.8217 0.8156 -0.7122
H -2.8579 -1.2476 -0.5642
H -0.7440 -1.4327 -2.5560
H 2.3619 2.0650 -1.2301
H 2.8402 0.4312 -0.5110
H -0.1476 -1.1011 2.4920
H -1.8736 -1.5672 2.2294
H -2.4184 0.8169 1.6027
H -0.6882 1.2779 1.8731
H 2.0279 -1.1148 0.9223
H 2.0303 -1.7099 -0.7494
H 0.8981 -2.3640 0.4303
H -0.4736 1.5313 -2.1826
H 0.2499 2.7786 -1.1539
H -1.0549 1.7462 -0.5328
```


<ii>
An isolated ion of composition C9H14N and charge +1. Source: the OMol25 dataset; level of theory: ωB97M-V with the def2-TZVPD basis set.

For the gap between HOMO and LUMO, the calculation gives 8.49 eV. The calculation puts the HOMO energy at -0.438 Ha. The value obtained for the LUMO energy is -0.127 Eh. Its charge is +1.

```
24
C9H14N | the OMol25 dataset | ωB97M-V with the def2-TZVPD basis set
C 2.7289 -1.4692 0.1455
C 1.3331 -0.8905 -0.0084
C 0.1427 -1.5184 -0.1778
C -1.1766 -0.7033 -0.0756
N -2.1691 -1.5221 0.6922
C -1.6000 0.2367 -1.1012
C -1.0249 0.8084 0.2223
C 0.3310 1.3689 0.1232
C 0.2546 2.8931 0.0938
C 1.3934 0.5956 -0.1072
H 2.7840 -1.5904 1.2322
H 3.3590 -0.6760 -0.0653
H 3.0127 -2.3355 -0.3164
H 0.2734 -2.6525 -0.4330
H -2.1941 -1.0899 1.6048
H -1.8028 -2.5826 0.7580
H -2.9723 -1.6884 0.2052
H -2.6318 0.3970 -1.3199
H -0.9473 0.3476 -1.9503
H -1.6713 1.3234 0.8924
H -0.1738 2.8816 -0.9589
H 1.1499 3.5581 0.1527
H -0.5760 3.1495 0.6981
H 2.1773 1.1588 -0.3063
```


How do the energies compare? Relative to the most stable structure, in hartree: <i> 0.0218; <ii> 0.0000.


<i>
One molecule with the formula C2H5N. Source: the OMol25 dataset; level of theory: ωB97M-V with the def2-TZVPD basis set.

For the gap between HOMO and LUMO, the calculation gives 9.37 eV. The calculation puts the HOMO energy at -0.308 Ha. The value obtained for the LUMO energy is 0.037 Eh.

```
8
C2H5N | the OMol25 dataset | ωB97M-V with the def2-TZVPD basis set
C -0.5371 -0.0920 -0.5022
C 0.5115 0.0453 0.7023
N 1.2078 0.1464 -0.4574
H -0.8013 -1.1351 -0.5426
H -1.2845 0.6859 -0.4475
H 0.1260 0.1518 -1.4120
H 0.4904 -0.7852 1.4124
H 0.2872 0.9829 1.2470
```


<ii>
One molecule with the formula C2H5N. Source: the OMol25 dataset; level of theory: ωB97M-V with the def2-TZVPD basis set.

For the gap between HOMO and LUMO, the calculation gives 9.66 eV. The calculation puts the HOMO energy at -0.335 Ha. The value obtained for the LUMO energy is 0.020 Eh.

```
8
C2H5N | the OMol25 dataset | ωB97M-V with the def2-TZVPD basis set
C 1.3476 -0.0706 0.8851
N 0.0103 0.5261 0.6411
C -0.9629 0.3806 -0.3856
H 1.7978 0.0873 1.8561
H 1.9296 -0.6195 0.1268
H -2.0480 0.4157 0.1111
H -0.8108 -0.5933 -1.0330
H -0.8723 1.1878 -0.9826
```


<iii>
C2H5N as an isolated structure. Source: the OMol25 dataset; level of theory: ωB97M-V with the def2-TZVPD basis set.

For the gap between HOMO and LUMO, the calculation gives 7.48 eV. The calculation puts the HOMO energy at -0.273 Ha. The value obtained for the LUMO energy is 0.002 Eh.

```
8
C2H5N | the OMol25 dataset | ωB97M-V with the def2-TZVPD basis set
C -0.3129 -0.1071 0.9139
C 0.5052 -0.3328 -0.8138
N -0.2369 0.7050 -0.3523
H 0.3210 0.3989 1.6610
H -0.1181 -1.1626 0.9631
H -1.3456 -0.0106 1.2323
H 1.5875 -0.3712 -0.6847
H 0.0594 -1.1505 -1.3059
```


How do the energies compare? Relative to the most stable structure, in hartree: <i> 0.0467; <ii> 0.0000; <iii> 0.0541.


<i>
A 2-piece molecular cluster, C2H5O2S overall. Source: the OMol25 dataset; level of theory: ωB97M-V with the def2-TZVPD basis set.

For the gap between HOMO and LUMO, the calculation gives 7.20 eV. The calculation puts the HOMO energy at -0.145 Ha. The value obtained for the LUMO energy is 0.119 Eh. Its charge is -1.

```
10
C2H5O2S | the OMol25 dataset | ωB97M-V with the def2-TZVPD basis set
C 0.4127 -1.5337 -0.3774
S 0.6668 -0.3963 -1.8079
H -0.2786 -1.0375 0.2989
H -0.0387 -2.4792 -0.6833
H 1.3210 -1.6726 0.1975
O -0.9082 2.0091 2.5401
C -0.6759 2.1023 1.3063
O -0.0679 1.2494 0.6162
H -1.0382 3.0127 0.7637
H 0.6072 -1.2544 -2.8540
```


<ii>
A 2-piece molecular cluster, C2H5O2S overall. Source: the OMol25 dataset; level of theory: ωB97M-V with the def2-TZVPD basis set.

For the gap between HOMO and LUMO, the calculation gives 8.25 eV. The calculation puts the HOMO energy at -0.168 Ha. The value obtained for the LUMO energy is 0.136 Eh. Its charge is -1.

```
10
C2H5O2S | the OMol25 dataset | ωB97M-V with the def2-TZVPD basis set
C -0.8993 1.3348 1.6032
S -1.7784 0.5156 0.2538
H 0.0927 1.6409 1.2604
H -1.4077 2.2113 1.9895
H -0.7165 0.6603 2.4313
O 2.7244 -1.0439 -0.7859
C 1.5835 -0.5745 -0.8900
O 0.4838 -1.1411 -0.6911
H 1.5044 0.4649 -1.2961
H -0.6675 -0.3025 -0.1735
```


How do the energies compare? Relative to the most stable structure, in hartree: <i> 0.0142; <ii> 0.0000.


<i>
A 2-piece molecular cluster, C4H11O overall. Source: the OMol25 dataset; level of theory: ωB97M-V with the def2-TZVPD basis set.

For the gap between HOMO and LUMO, the calculation gives 5.25 eV. The calculation puts the HOMO energy at -0.066 Ha. The value obtained for the LUMO energy is 0.127 Eh. Its charge is -1.

```
16
C4H11O | the OMol25 dataset | ωB97M-V with the def2-TZVPD basis set
C 3.4403 0.5280 -0.4699
O 3.8305 -0.7710 -0.7862
H 2.5413 0.9366 -1.0389
H 4.1944 1.4075 -0.3100
H 2.8637 0.4671 0.6184
C -2.4885 -0.9521 -0.3316
C -1.1524 -0.1807 -0.3313
C -0.8315 0.3899 1.0654
H -2.8413 -1.5748 0.5341
H -3.3722 -0.3034 -0.4239
H -2.5477 -1.6788 -1.3095
H -0.2474 -0.7492 -0.4377
H -1.2293 0.6205 -1.0818
H -0.9804 1.4730 1.1031
H 0.2349 0.2790 1.1833
H -1.4144 0.1085 2.0165
```


<ii>
A 2-piece molecular cluster, C4H11O overall. Source: the OMol25 dataset; level of theory: ωB97M-V with the def2-TZVPD basis set.

For the gap between HOMO and LUMO, the calculation gives 5.21 eV. The calculation puts the HOMO energy at -0.065 Ha. The value obtained for the LUMO energy is 0.127 Eh. Its charge is -1.

```
16
C4H11O | the OMol25 dataset | ωB97M-V with the def2-TZVPD basis set
C 2.0033 1.8587 -0.7444
O 3.1890 1.8823 -1.4018
H 1.1579 1.2556 -1.2160
H 1.4603 2.8500 -0.5867
H 2.1102 1.4690 0.2800
C -1.7727 0.0376 0.5990
C -1.6209 -1.2997 1.3219
C -1.4753 -2.4658 0.1935
H -2.5938 0.1673 -0.0950
H -1.7572 1.0744 1.0362
H -0.9181 0.1274 -0.1216
H -0.8450 -1.3378 2.1279
H -2.6621 -1.4715 1.7552
H -1.6081 -3.4783 0.6606
H -0.4746 -2.2174 -0.2335
H -2.1873 -2.2813 -0.6128
```


How do the energies compare? Relative to the most stable structure, in hartree: <i> 0.0173; <ii> 0.0000.


<i>
One molecule with the formula C4H4N2S. Source: the OMol25 dataset; level of theory: ωB97M-V with the def2-TZVPD basis set.

For the gap between HOMO and LUMO, the calculation gives 8.36 eV. The calculation puts the HOMO energy at -0.347 Ha. The value obtained for the LUMO energy is -0.040 Eh.

```
11
C4H4N2S | the OMol25 dataset | ωB97M-V with the def2-TZVPD basis set
N 1.8162 -0.8495 2.5602
C 1.1552 -0.4998 1.6869
C 0.2670 0.1042 0.5947
N -0.9961 -0.4939 0.2321
C -0.8257 -0.0934 -1.2484
C 0.6170 0.2703 -0.8312
S 1.7880 1.1253 -1.5608
H 0.1380 0.9757 1.1065
H -1.6631 -0.0221 0.7953
H -0.7785 -1.1413 -1.7418
H -1.5179 0.6245 -1.5933
```


<ii>
One molecule with the formula C4H4N2S. Source: the OMol25 dataset; level of theory: ωB97M-V with the def2-TZVPD basis set.

For the gap between HOMO and LUMO, the calculation gives 8.63 eV. The calculation puts the HOMO energy at -0.325 Ha. The value obtained for the LUMO energy is -0.008 Eh.

```
11
C4H4N2S | the OMol25 dataset | ωB97M-V with the def2-TZVPD basis set
H -2.7286 -0.9282 0.3840
N -2.0423 -0.0678 0.0064
C -0.8169 -0.3545 -0.0038
N -0.3203 -1.7458 -0.0090
C 0.8878 -1.8258 -0.1238
S 1.8265 -0.3085 0.0791
C 0.3357 0.6856 0.1085
C 0.4707 1.9996 -0.1229
H 1.4391 -2.7258 -0.1937
H 1.3864 2.6577 -0.0328
H -0.4379 2.6135 -0.0920
```


<iii>
One molecule with the formula C4H4N2S. Source: the OMol25 dataset; level of theory: ωB97M-V with the def2-TZVPD basis set.

For the gap between HOMO and LUMO, the calculation gives 8.63 eV. The calculation puts the HOMO energy at -0.315 Ha. The value obtained for the LUMO energy is 0.002 Eh.

```
11
C4H4N2S | the OMol25 dataset | ωB97M-V with the def2-TZVPD basis set
C 0.2234 1.6964 -0.1266
C 0.9014 1.0286 -1.0297
N 1.2009 -0.3839 -1.0072
C 0.5451 -1.3209 -0.5473
S -1.0253 -1.0135 0.0999
N -0.5255 -0.0141 1.3857
C -0.1015 1.1594 1.1492
H 0.0662 2.7563 -0.4343
H 1.2487 1.4989 -2.0139
H 0.7594 -2.3700 -0.5473
H 0.1915 1.7356 2.0736
```


How do the energies compare? Relative to the most stable structure, in hartree: <i> 0.0352; <ii> 0.0000; <iii> 0.0149.


<i>
An isolated ion of composition H2NO and charge -1. Source: the OMol25 dataset; level of theory: ωB97M-V with the def2-TZVPD basis set.

For the gap between HOMO and LUMO, the calculation gives 7.23 eV. The calculation puts the HOMO energy at -0.045 Ha. The value obtained for the LUMO energy is 0.221 Eh. Its charge is -1.

```
4
H2NO | the OMol25 dataset | ωB97M-V with the def2-TZVPD basis set
N -0.3740 0.1174 -0.1244
O 0.1594 -0.9430 0.8981
H 0.0517 -0.0794 -1.0335
H 0.1629 0.9050 0.2598
```


<ii>
A 2-piece molecular cluster, H2NO overall. Source: the OMol25 dataset; level of theory: ωB97M-V with the def2-TZVPD basis set.

For the gap between HOMO and LUMO (spin up / spin down), the calculation gives 7.89 / 6.45 eV. The calculation puts the HOMO energy (spin up / spin down) at -0.078 / -0.043 Ha. The value obtained for the LUMO energy (spin up / spin down) is 0.212 / 0.194 Eh. Its charge is -1.

```
4
H2NO | the OMol25 dataset | ωB97M-V with the def2-TZVPD basis set
N 0.1907 -0.4370 0.1476
O -0.7150 -0.6141 1.0026
H 0.6411 1.7545 -0.3316
H -0.1168 -0.7034 -0.8186
```


How do the energies compare? Relative to the most stable structure, in hartree: <i> 0.0000; <ii> 0.0714.